Record 1
C18H22Cl4N4O2 | wB97M-V/def2-TZVPD

Computed properties:
2S+1: 2
charge: -1
highest occupied orbital energy (alpha / beta): 0.21 / -3.89 eV
⟨S²⟩: 0.753

```
50
C18H22Cl4N4O2 | the Open Molecules 2025 dataset | wB97M-V/def2-TZVPD
N 10.7097 26.9656 -12.2716
C 11.2160 26.8860 -10.9749
C 12.2200 27.6990 -10.5008
C 12.6834 28.6917 -11.3479
C 12.2538 28.8238 -12.6713
C 11.2574 27.9439 -13.0563
H 10.8946 26.0961 -10.3122
H 12.6865 27.5503 -9.5382
H 13.4635 29.3428 -10.9820
H 12.6568 29.6048 -13.2990
H 10.8654 27.9945 -14.0614
N 13.8611 34.6311 -16.8005
C 14.3292 34.7876 -18.0772
C 14.6725 36.0415 -18.6781
C 14.4293 37.1798 -17.9351
C 13.7761 37.0863 -16.7084
C 13.5355 35.7740 -16.1712
H 14.5536 33.9134 -18.6703
H 15.1594 36.2162 -19.6262
H 14.6894 38.1212 -18.3960
H 13.5360 37.8941 -16.0330
H 13.1259 35.6482 -15.1798
N 6.4123 27.4522 -16.3984
C 7.7670 27.2847 -16.5450
C 8.7470 27.8828 -15.7576
C 8.2667 28.7375 -14.7088
C 6.8667 28.8787 -14.4576
C 5.9968 28.2151 -15.3949
H 8.0686 26.5826 -17.3082
H 9.8017 27.7491 -15.9478
H 8.9252 29.3637 -14.1250
H 6.5295 29.5529 -13.6842
H 4.9556 28.2262 -15.1082
C 15.8558 30.2818 -18.3504
N 16.5072 29.0406 -17.8679
O 17.0854 29.0242 -16.8064
O 16.3762 28.0453 -18.5913
H 15.3673 30.7006 -17.4706
H 15.1389 30.0197 -19.1285
H 16.6283 30.9909 -18.6479
C 12.1443 32.6018 -14.9647
Cl 10.8679 31.6243 -14.2450
Cl 13.5171 31.5425 -15.5675
H 11.7651 33.1943 -15.7973
H 12.5768 33.3402 -14.2896
C 12.8925 34.9675 -11.5257
Cl 12.0632 33.4050 -11.5222
Cl 14.0723 35.0516 -12.8754
H 12.1358 35.7359 -11.6844
H 13.4081 35.1165 -10.5770
```


Record 2
C18H22Cl6N4 | wB97M-V/def2-TZVPD

Computed properties:
highest occupied orbital energy: -8.26 eV
SMILES: c1cc[nH]c1.c1cc[nH]c1.c1cc[nH]c1.c1cc[nH]c1.ClC(Cl)Cl.ClC(Cl)Cl
energy above the lowest of the compared OMol25 structures with the same formula, charge and spin: 0.00 kJ/mol

```
50
C18H22Cl6N4 | the Open Molecules 2025 dataset | wB97M-V/def2-TZVPD
N -4.9750 -1.9288 -1.4788
C -5.7110 -3.0683 -1.7552
C -5.5719 -3.3469 -3.1010
C -4.7011 -2.3210 -3.6146
C -4.3951 -1.3881 -2.6052
H -4.7129 -1.6403 -0.5283
H -6.2040 -3.6885 -0.9518
H -5.9381 -4.2323 -3.6126
H -4.4653 -2.1912 -4.6807
H -3.6400 -0.6578 -2.5811
N 1.5839 1.5437 -0.7214
C 2.4077 0.7706 -1.5519
C 3.5071 1.4778 -1.9072
C 3.4396 2.7452 -1.2335
C 2.2357 2.7554 -0.6091
H 0.5928 1.4161 -0.6246
H 2.1098 -0.2369 -1.7492
H 4.2777 1.0649 -2.5246
H 4.2030 3.5255 -1.2891
H 1.7095 3.5631 -0.1140
N 1.8658 -2.2147 3.3226
C 2.0259 -0.8785 3.5988
C 1.0618 -0.4589 4.4326
C 0.2214 -1.6055 4.7297
C 0.7676 -2.6358 3.9916
H 2.3968 -2.7378 2.6307
H 2.9642 -0.3924 3.2935
H 0.9014 0.6040 4.7594
H -0.6187 -1.6042 5.3525
H 0.5231 -3.7149 4.0463
N -1.2153 -0.7352 1.8471
C -0.6482 0.4537 1.5063
C -1.5276 1.1788 0.8053
C -2.7284 0.4075 0.6902
C -2.4561 -0.7676 1.3741
H -0.8384 -1.4338 2.4921
H 0.2610 0.7497 1.8759
H -1.3562 2.1619 0.4064
H -3.6011 0.6655 0.1682
H -3.0247 -1.5883 1.4903
C 6.5177 -0.6928 0.5538
Cl 6.7507 0.8153 1.4476
Cl 5.3751 -1.7827 1.3679
Cl 8.0275 -1.5503 0.2612
H 6.1359 -0.4195 -0.4289
C -0.8231 4.7647 -3.6788
Cl -1.0884 3.8557 -5.1348
Cl -0.6530 6.4482 -4.1325
Cl 0.6473 4.1951 -2.8518
H -1.6163 4.7507 -2.9832
```


Record 3
C18H22ClFN6O2 | wB97M-V/def2-TZVPD

Computed properties:
highest occupied orbital energy: -8.50 eV
SMILES: CC(C)(O)[C@H](F)CNC(=O)c1cnc(Nc2ncncc2Cl)cc1NC1CC1
energy above the lowest of the compared OMol25 structures with the same formula, charge and spin: 63.93 kJ/mol

```
50
C18H22ClFN6O2 | the Open Molecules 2025 dataset | wB97M-V/def2-TZVPD
O -2.0440 1.1156 -0.6170
F -0.7527 2.9106 3.1361
Cl 6.4520 -1.3568 -1.0094
N 4.9215 -3.9691 -3.5680
N 2.6258 1.4162 -1.5249
N 3.4415 -2.2542 -3.5064
O -2.6499 0.9047 4.0132
C -0.9436 1.7109 -0.6460
C 3.9133 -3.3558 -4.1096
C 5.6968 -3.3543 -2.7185
C 1.4166 1.9732 -1.3236
C 2.6772 0.1265 -1.8399
C 4.2393 -1.6110 -2.5284
C 1.5445 -0.6522 -1.7879
C 5.3864 -2.1495 -2.1758
C 0.2770 1.0903 -1.1444
C 0.2908 -0.2567 -1.4040
N 3.9415 -0.3633 -2.0370
N -0.8134 -1.1293 -1.1420
N -0.9240 2.9301 -0.0464
C -3.6499 3.1021 4.0153
C -4.0618 1.3791 2.2190
C -0.2837 -3.1330 0.3848
C -1.7329 -3.1332 -0.0900
C -0.7325 -2.5597 -1.0182
C -1.8406 3.2550 1.0778
C -3.0376 1.9976 3.1413
C -1.7331 2.3337 2.4233
H -2.4951 0.1018 3.5099
H 3.2264 -3.9110 -4.6316
H 6.6121 -3.8435 -2.3762
H 1.2989 3.0059 -1.1303
H 1.5712 -1.6626 -1.8104
H 4.6542 0.1758 -1.7432
H -1.6056 -0.5986 -0.8635
H -0.0108 3.4172 0.1733
H -2.9871 3.4526 4.7471
H -4.5558 2.7107 4.4935
H -3.9146 3.9351 3.3863
H -3.6835 0.6241 1.5813
H -4.6314 2.0878 1.6410
H -4.8044 0.9379 2.8470
H 0.3132 -4.0902 0.3832
H 0.1652 -2.5429 1.1828
H -2.2099 -4.1332 -0.3247
H -2.4651 -2.3861 0.3339
H -0.3254 -3.1701 -1.8189
H -2.8119 3.1742 0.7273
H -1.7367 4.3049 1.3741
H -1.2285 1.4428 2.1450
```


The calculation returns the following max |F| values, one per record and in order: 5.2 3.9 5.7 eV/Å.